(1)
DFT (wB97M-V/def2-TZVPD) results for a cluster of 5 separate species, C4H18O4 in total in a non-equilibrium geometry.

Values from the calculation:
Spin multiplicity = 2
Energy above the lowest of the compared OMol25 structures with the same formula, charge and spin = 0.062 eV
E_tot = -12629.18175 eV
Highest occupied orbital energy (alpha / beta) = 0.906 / -7.427 eV
Max |F| = 1.559 eV/A
Total charge = -1
Kohn-Sham gap (alpha / beta) = 0.0596 / 0.3623 hartree

Element x y z (Å)
1 C 0.52 1.91 0.54
2 C 1.32 0.62 0.45
3 C 2.00 0.53 -0.91
4 C 2.38 0.53 1.58
5 H 0.06 1.99 1.52
6 H 1.18 2.79 0.52
7 H -0.20 2.01 -0.27
8 H 0.64 -0.22 0.56
9 H 1.26 0.62 -1.71
10 H 2.65 -0.33 -1.05
11 H 2.59 1.44 -1.10
12 H 2.90 -0.41 1.39
13 H 3.07 1.37 1.49
14 H 1.88 0.53 2.55
15 H 3.92 5.24 -2.95
16 H 2.58 4.51 -2.82
17 O 3.32 4.84 -2.31
18 H -3.78 -1.68 -1.09
19 H -4.20 -0.34 -0.71
20 O -3.43 -0.77 -1.09
21 H -1.59 -2.39 1.98
22 H -1.49 -3.71 2.81
23 O -1.58 -3.37 1.93
24 H -3.41 -4.40 -0.58
25 H -2.84 -3.81 0.67
26 O -3.62 -3.74 0.09

(2)
DFT (wB97M-V/def2-TZVPD) results for the molecule C4HN5O in a non-equilibrium geometry.

Values from the calculation:
Energy above the lowest of the compared OMol25 structures with the same formula, charge and spin = 0.000 eV
E_tot = -13657.49445 eV
Highest occupied orbital energy = -10.213 eV
Max |F| = 5.695 eV/A
SMILES string = N#COc1[nH]nnc1C#N
Total charge = 0
Kohn-Sham gap = 0.3649 hartree

Element x y z (Å)
1 N 2.91 -0.36 -2.03
2 C 2.17 -0.67 -1.17
3 O 1.30 -1.25 -0.39
4 C 0.21 -0.95 0.34
5 N -0.41 0.27 0.34
6 N -1.46 0.30 1.12
7 N -1.55 -0.77 1.83
8 C -0.57 -1.58 1.50
9 C -0.16 -2.84 1.91
10 N 0.44 -3.80 2.15
11 H -0.43 1.13 -0.26

(3)
DFT (wB97M-V/def2-TZVPD) results for a structure of composition C35H36BrKN8O5 in a non-equilibrium geometry.

Values from the calculation:
Energy above the lowest of the compared OMol25 structures with the same formula, charge and spin = 0.000 eV
E_tot = -145407.30740 eV
Highest occupied orbital energy = -0.601 eV
Max |F| = 2.379 eV/A
Total charge = -2
Kohn-Sham gap = 0.1721 hartree

Element x y z (Å)
1 K -11.66 -1.34 16.76
2 C -10.12 -2.99 21.21
3 C -11.17 -2.92 20.11
4 O -10.79 -2.31 19.07
5 C -12.42 -3.51 20.42
6 C -13.58 -3.54 19.62
7 C -14.84 -4.11 20.20
8 N -13.63 -2.97 18.43
9 N -14.80 -3.17 17.72
10 C -14.98 -2.38 16.71
11 O -14.24 -1.39 16.35
12 C -16.27 -2.59 15.87
13 C -17.15 -3.61 16.14
14 C -18.26 -3.76 15.35
15 C -18.49 -2.97 14.24
16 C -17.57 -1.99 13.96
17 C -16.46 -1.75 14.79
18 H -9.81 -1.97 21.48
19 H -9.23 -3.48 20.83
20 H -10.49 -3.51 22.06
21 H -12.43 -3.96 21.40
22 H -14.68 -4.61 21.16
23 H -15.29 -4.80 19.47
24 H -15.59 -3.34 20.31
25 H -17.05 -4.22 17.02
26 H -18.94 -4.61 15.58
27 H -19.35 -3.09 13.58
28 H -17.68 -1.39 13.05
29 H -15.73 -0.96 14.54
30 Br -6.90 -3.96 16.75
31 C -6.97 -2.70 15.27
32 C -6.23 -3.03 14.13
33 C -6.31 -2.13 13.08
34 C -7.12 -0.97 13.23
35 C -7.83 -0.80 14.38
36 N -7.71 -1.65 15.43
37 C -8.96 0.26 14.42
38 O -8.98 1.03 13.45
39 O -9.70 0.14 15.43
40 H -5.68 -3.94 14.10
41 H -5.83 -2.35 12.13
42 H -7.33 -0.28 12.43
43 C -10.15 -2.38 12.77
44 N -11.26 -3.29 12.65
45 C -11.49 -3.81 11.32
46 C -12.28 -5.14 11.33
47 C -13.47 -4.87 12.19
48 N -13.06 -4.46 13.47
49 C -14.10 -4.67 14.50
50 C -12.04 -3.62 13.73
51 O -11.85 -3.18 14.86
52 H -9.20 -2.77 12.39
53 H -9.94 -2.09 13.77
54 H -10.29 -1.45 12.21
55 H -10.56 -4.01 10.88
56 H -11.99 -3.02 10.74
57 H -11.70 -5.94 11.78
58 H -12.55 -5.41 10.28
59 H -14.20 -5.66 12.29
60 H -13.98 -4.04 11.66
61 H -15.02 -4.09 14.35
62 H -13.71 -4.36 15.45
63 H -14.33 -5.72 14.56
64 C -9.81 -8.18 15.79
65 C -10.28 -7.45 14.73
66 N -10.58 -6.15 14.91
67 C -10.44 -5.59 16.12
68 C -10.10 -6.33 17.30
69 C -9.70 -7.60 17.08
70 C -10.11 -5.75 18.71
71 C -10.96 -6.16 19.63
72 C -12.21 -6.95 19.30
73 C -13.13 -6.48 18.40
74 C -14.12 -7.37 17.99
75 N -14.31 -8.56 18.50
76 C -13.46 -8.86 19.51
77 N -12.39 -8.18 19.90
78 H -9.64 -9.23 15.66
79 H -10.32 -7.92 13.72
80 H -10.71 -4.58 16.20
81 H -9.35 -8.22 17.89
82 H -9.35 -5.02 18.98
83 H -10.84 -5.80 20.65
84 H -13.00 -5.50 18.03
85 H -14.82 -7.06 17.23
86 H -13.63 -9.82 20.05

(4)
DFT (wB97M-V/def2-TZVPD) results for a structure of composition C42H35N6NiO4S3.

Values from the calculation:
Energy above the lowest of the compared OMol25 structures with the same formula, charge and spin = 0.000 eV
E_tot = -134792.30107 eV
Highest occupied orbital energy (alpha / beta) = -11.375 / -11.383 eV
Max |F| = 0.329 eV/A
Total charge = +1
Kohn-Sham gap (alpha / beta) = 0.3236 / 0.3239 hartree

Element x y z (Å)
1 Ni 1.12 -2.22 -1.30
2 C -1.34 -3.06 -4.10
3 C 0.03 -3.59 -3.90
4 N 0.87 -3.30 -2.93
5 C 1.98 -4.09 -3.10
6 C 1.82 -4.86 -4.20
7 N 0.59 -4.53 -4.69
8 C 2.64 -5.90 -4.89
9 O 3.81 -6.18 -4.37
10 O 2.19 -6.41 -5.89
11 C 3.04 -3.99 -2.06
12 O 4.06 -4.67 -2.15
13 O 2.75 -3.17 -1.12
14 H -1.46 -2.14 -3.52
15 H -2.08 -3.78 -3.73
16 H -1.55 -2.87 -5.15
17 H 0.19 -4.97 -5.51
18 H 4.00 -5.65 -3.54
19 N 1.32 -1.67 0.51
20 S 0.96 -0.95 1.71
21 N 0.75 0.69 1.68
22 S -0.53 1.38 1.18
23 N -1.30 0.88 -0.06
24 S -0.62 0.41 -1.49
25 N -0.28 -0.98 -1.72
26 C -1.91 0.96 -2.59
27 C -1.70 0.70 -3.93
28 C -2.64 1.11 -4.86
29 C -3.78 1.78 -4.44
30 C -3.99 2.04 -3.09
31 C -3.04 1.64 -2.15
32 C 0.68 1.61 -1.79
33 C 1.98 1.20 -1.52
34 C 3.02 2.10 -1.74
35 C 2.75 3.36 -2.24
36 C 1.45 3.75 -2.51
37 C 0.40 2.88 -2.28
38 C -1.80 1.44 2.41
39 C -1.46 2.06 3.61
40 C -2.40 2.10 4.62
41 C -3.66 1.53 4.43
42 C -3.97 0.91 3.23
43 C -3.04 0.86 2.20
44 C -0.02 3.07 1.03
45 C -1.01 3.99 0.67
46 C -0.65 5.31 0.51
47 C 0.67 5.71 0.71
48 C 1.63 4.78 1.07
49 C 1.29 3.44 1.24
50 C 2.23 -1.01 2.95
51 C 3.11 -2.08 2.84
52 C 4.12 -2.22 3.77
53 C 4.25 -1.29 4.80
54 C 3.37 -0.22 4.90
55 C 2.35 -0.07 3.97
56 C -0.52 -1.56 2.51
57 C -0.78 -1.37 3.86
58 C -1.97 -1.85 4.38
59 C -2.88 -2.51 3.56
60 C -2.60 -2.68 2.21
61 C -1.41 -2.21 1.68
62 H -0.79 0.19 -4.24
63 H -2.48 0.92 -5.91
64 H -4.52 2.10 -5.16
65 H -4.88 2.55 -2.76
66 H -3.19 1.83 -1.10
67 H 2.18 0.21 -1.14
68 H 4.04 1.79 -1.54
69 H 3.57 4.05 -2.43
70 H 1.25 4.74 -2.90
71 H -0.62 3.17 -2.50
72 H -0.48 2.50 3.75
73 H -2.17 2.58 5.56
74 H -4.39 1.57 5.22
75 H -4.94 0.47 3.08
76 H -3.25 0.38 1.26
77 H -2.03 3.66 0.52
78 H -1.40 6.04 0.23
79 H 0.94 6.75 0.59
80 H 2.66 5.09 1.23
81 H 2.03 2.70 1.51
82 H 3.00 -2.77 2.01
83 H 4.82 -3.04 3.69
84 H 5.04 -1.40 5.53
85 H 3.48 0.50 5.69
86 H 1.68 0.77 4.02
87 H -0.07 -0.87 4.51
88 H -2.19 -1.73 5.44
89 H -3.80 -2.89 3.98
90 H -3.31 -3.20 1.58
91 H -1.17 -2.34 0.63

(5)
DFT (wB97M-V/def2-TZVPD) results for a cluster of 2 separate species, C7H15NO3 in total in a non-equilibrium geometry.

Values from the calculation:
Energy above the lowest of the compared OMol25 structures with the same formula, charge and spin = 3.483 eV
E_tot = -15131.37144 eV
Highest occupied orbital energy = -7.134 eV
Max |F| = 4.638 eV/A
Total charge = 0
Kohn-Sham gap = 0.2863 hartree

Element x y z (Å)
1 C 0.37 1.42 1.44
2 C -0.35 -0.12 -2.16
3 C 0.46 -2.19 0.14
4 C 2.48 -0.98 0.28
5 C -2.84 1.34 0.40
6 C -0.47 1.31 0.23
7 C 0.73 0.03 -1.07
8 N 1.16 -1.00 -0.36
9 O 0.13 0.56 2.39
10 O 1.27 2.17 1.59
11 O -1.66 0.63 0.37
12 H -1.35 0.18 -1.67
13 H -0.03 0.74 -2.86
14 H -0.20 -1.11 -2.55
15 H -0.58 -2.05 0.20
16 H 0.56 -3.02 -0.68
17 H 0.87 -2.51 1.10
18 H 2.99 -1.89 0.05
19 H 3.08 -0.09 -0.09
20 H 2.37 -0.95 1.33
21 H -2.81 2.19 -0.36
22 H -3.09 1.81 1.44
23 H -3.71 0.69 0.20
24 H -0.27 2.27 -0.36
25 H 1.48 0.69 -1.25
26 H -0.57 -0.13 2.25

max |F| of number 1 (C4H18O4)? 1.559 eV/A